Entry 1:
DFT (ωB97M-V with the def2-TZVPD basis set) results for a molecular structure, C3H6O2S.

Each line ends with the natural charge from an NBO analysis.
Cartesian coordinates (Å):
C -0.486 -0.635 0.430  -0.575
C 0.502 0.462 -0.286  -0.034
C 1.932 -0.111 -0.025  0.419
H -2.271 -1.665 -1.021  0.143
H -0.378 -1.666 -0.020  0.267
H -0.438 -0.592 1.608  0.236
H 0.225 0.132 -1.243  0.202
H -0.234 2.357 -0.221  0.484
H 2.478 0.700 0.599  0.123
O 0.615 1.978 0.065  -0.704
O 2.359 -1.288 -0.079  -0.523
S -2.179 -0.193 -0.020  -0.038

Computed properties:
- HOMO energy (eV) = -9.420
- HOMO-LUMO gap (Eh) = 0.3233
- ΔE to the lowest compared entry with this formula, charge and spin (kcal per mole) = 98.4

---

Entry 2:
DFT (ωB97M-V with the def2-TZVPD basis set) results for a single C7H8N2O2 molecule.

Each line ends with the natural charge from an NBO analysis.
Cartesian coordinates (Å):
O -2.712 -0.988 0.704  -0.511
C -1.883 -0.129 0.775  0.454
C -1.484 0.829 -0.445  -0.525
C -0.047 1.387 -0.244  0.088
O 0.569 1.915 -1.473  -0.720
C 0.772 0.345 0.394  -0.090
C 0.696 -0.954 -0.183  0.065
C 1.146 -2.142 -0.367  -0.009
N -0.201 -1.982 -0.859  -0.628
C 2.036 0.570 1.091  0.109
N 1.120 0.307 1.899  -0.255
H -1.384 0.243 1.687  0.119
H -1.623 0.287 -1.378  0.248
H -2.142 1.572 -0.416  0.224
H 0.006 2.227 0.335  0.194
H 1.071 1.248 -1.971  0.474
H 1.847 -2.929 -0.325  0.220
H -0.847 -2.546 -0.222  0.326
H 3.058 0.740 0.998  0.218

Computed properties:
- HOMO energy (eV) = -8.190
- HOMO-LUMO gap (Eh) = 0.3187
- ΔE to the lowest compared entry with this formula, charge and spin (kcal per mole) = 175.8

---

Entry 3:
DFT (ωB97M-V with the def2-TZVPD basis set) results for 8 unconnected molecules or ions with the total composition C16H48O12.

Each line ends with the Mulliken charge.
Cartesian coordinates (Å):
O 2.434 6.561 1.775  -0.558
C 1.303 5.727 1.717  -0.584
C 1.521 4.384 1.083  0.511
O 1.829 4.691 -0.280  -0.599
H 2.834 6.577 0.895  0.339
H 1.090 5.570 2.783  0.251
H 0.454 6.251 1.255  0.331
H 0.630 3.762 1.293  0.001
H 2.348 3.894 1.602  -0.016
H 1.794 3.889 -0.848  0.295
O -2.817 3.214 -3.021  -0.559
C -1.867 2.182 -2.829  0.250
C -2.616 0.841 -3.026  -0.392
O -1.762 -0.329 -3.098  -0.529
H -2.503 3.972 -2.568  0.324
H -0.963 2.282 -3.499  0.201
H -1.519 2.282 -1.772  -0.167
H -3.138 0.862 -3.982  0.340
H -3.329 0.786 -2.220  0.240
H -1.414 -0.628 -2.255  0.248
O 2.163 0.277 2.984  -0.461
C 3.204 0.735 2.166  0.025
C 4.282 1.454 2.914  -0.708
O 4.755 0.479 3.877  -0.538
H 2.598 -0.074 3.784  0.288
H 3.665 -0.136 1.717  0.324
H 2.676 1.363 1.413  0.017
H 3.898 2.366 3.384  0.378
H 5.097 1.702 2.294  0.327
H 4.812 0.949 4.722  0.333
O -0.903 -3.954 -0.791  -0.532
C -1.487 -4.459 -1.979  -0.110
C -1.059 -5.914 -2.113  -0.364
O -1.730 -6.687 -3.094  -0.530
H -1.484 -4.194 -0.057  0.226
H -2.581 -4.333 -1.983  0.311
H -1.022 -3.896 -2.804  0.047
H -1.135 -6.446 -1.147  0.276
H 0.017 -5.953 -2.354  0.237
H -2.695 -6.628 -2.982  0.311
C 1.375 -1.993 -3.309  -0.390
C 2.611 -2.212 -4.166  -0.583
O 2.753 -3.530 -4.635  -0.514
H 0.469 -2.388 -3.833  0.176
H 1.154 -0.952 -3.048  0.168
H 1.512 -2.551 -2.352  0.221
H 3.491 -1.930 -3.584  0.307
H 2.518 -1.553 -5.032  0.335
H 2.883 -4.121 -3.896  0.293
C -1.539 1.200 3.155  -0.558
C -0.875 2.467 3.723  -0.545
O 0.464 2.716 3.201  -0.319
H -1.596 1.270 2.068  -0.015
H -2.522 1.121 3.600  0.435
H -1.040 0.289 3.495  0.284
H -0.749 2.432 4.796  0.345
H -1.479 3.325 3.441  0.359
H 0.874 1.870 3.478  0.133
C -2.973 -2.549 1.874  -0.849
C -3.703 -1.651 0.836  -0.110
O -3.039 -0.444 0.592  -0.529
H -1.932 -2.681 1.561  0.023
H -3.484 -3.517 1.913  0.379
H -2.948 -2.226 2.902  0.295
H -4.714 -1.382 1.140  0.364
H -3.810 -2.201 -0.161  0.124
H -2.177 -0.691 0.174  0.170
C 0.130 0.829 -0.073  0.127
C 0.314 -0.650 0.134  -0.214
O -0.711 -1.298 -0.633  0.030
H 0.268 1.049 -1.142  0.169
H 0.861 1.430 0.428  -0.587
H -0.813 1.274 0.263  -0.040
H 0.306 -0.943 1.181  0.159
H 1.250 -0.984 -0.285  0.545
H -0.512 -2.250 -0.761  0.025

Computed properties:
- HOMO energy (eV) = -9.891
- HOMO-LUMO gap (Eh) = 0.3735
- ΔE to the lowest compared entry with this formula, charge and spin (kcal per mole) = 18.3

---

Entry 4:
DFT (ωB97M-V with the def2-TZVPD basis set) results for 6 unconnected molecules or ions with the total composition C33H52N2O15.

Each line ends with the Mulliken charge.
Cartesian coordinates (Å):
C -0.826 0.433 6.636  -0.702
C -0.760 1.147 5.404  -0.560
C -0.647 0.501 3.939  1.553
C 0.357 1.481 3.107  -0.407
N 1.080 2.290 2.555  -0.553
C 0.120 -0.944 3.962  -0.593
C -0.873 -2.193 3.934  0.219
N -1.565 -3.165 4.228  -0.555
C -2.032 0.486 3.109  -0.793
C -3.363 0.476 4.002  0.726
C -4.457 1.580 3.661  -0.483
C -5.818 1.652 4.428  -0.514
C -6.188 0.620 5.580  -0.343
C -5.094 -0.445 5.916  -0.713
C -3.707 -0.530 5.144  0.078
H -1.429 0.875 7.523  0.250
H -0.269 -0.550 6.869  0.227
H -0.743 2.306 5.477  0.323
H 0.881 -1.030 4.819  0.440
H 0.735 -0.981 2.980  0.371
H -2.100 -0.358 2.320  0.196
H -2.049 1.471 2.491  0.435
H -4.282 2.344 2.816  0.224
H -6.626 2.449 4.203  0.275
H -7.215 0.693 6.092  0.309
H -5.362 -1.206 6.743  0.380
H -2.979 -1.361 5.431  0.172
C -11.708 -1.692 2.888  -1.083
C -11.728 -2.317 4.272  -0.164
O -10.647 -3.241 4.446  -0.371
C -9.430 -2.693 4.608  0.737
O -9.179 -1.509 4.626  -0.559
O -8.533 -3.688 4.722  -0.343
C -7.181 -3.237 4.788  -0.518
H -11.708 -2.468 2.117  0.292
H -12.576 -1.046 2.744  0.350
H -10.808 -1.092 2.733  0.309
H -12.651 -2.890 4.392  0.288
H -11.714 -1.558 5.060  0.299
H -7.043 -2.515 5.596  0.184
H -6.885 -2.804 3.829  0.283
H -6.546 -4.102 4.988  0.281
C -0.887 -5.118 1.119  -1.201
C -1.090 -3.806 0.393  0.323
O 0.000 -3.524 -0.494  -0.339
C 0.035 -4.249 -1.626  0.753
O -0.765 -5.096 -1.954  -0.549
O 1.128 -3.888 -2.322  -0.326
C 1.342 -4.666 -3.499  -0.624
H 0.073 -5.125 1.641  0.279
H -1.688 -5.282 1.842  0.350
H -0.877 -5.962 0.425  0.400
H -1.118 -2.997 1.128  -0.195
H -2.041 -3.779 -0.148  0.333
H 0.463 -4.653 -4.148  0.290
H 1.603 -5.691 -3.225  0.290
H 2.180 -4.228 -4.043  0.211
C -1.445 6.061 -3.195  -1.149
C -0.938 4.644 -3.396  -0.231
O 0.392 4.486 -2.885  -0.163
C 0.501 4.437 -1.544  0.576
O -0.411 4.506 -0.753  -0.595
O 1.804 4.323 -1.233  -0.216
C 2.068 4.372 0.170  -0.599
H -0.752 6.782 -3.636  0.287
H -2.429 6.186 -3.653  0.380
H -1.529 6.309 -2.135  0.307
H -0.888 4.430 -4.466  0.308
H -1.610 3.905 -2.949  0.341
H 1.489 3.619 0.709  0.230
H 1.854 5.372 0.554  0.350
H 3.129 4.163 0.321  0.224
C 2.857 3.771 -4.580  -0.893
C 3.838 4.647 -3.824  -0.031
O 5.063 3.951 -3.554  -0.356
C 5.882 3.779 -4.605  0.759
O 5.680 4.162 -5.735  -0.557
O 6.958 3.085 -4.191  -0.344
C 7.857 2.738 -5.242  -0.686
H 2.682 2.836 -4.041  0.263
H 1.905 4.287 -4.716  0.096
H 3.240 3.500 -5.567  0.431
H 3.409 4.910 -2.855  0.155
H 4.038 5.584 -4.353  0.310
H 8.175 3.622 -5.800  0.343
H 7.388 2.010 -5.908  0.300
H 8.739 2.279 -4.793  0.212
C 6.760 -2.036 -4.761  -1.190
C 7.739 -1.158 -4.002  0.076
O 8.963 -1.853 -3.729  -0.363
C 9.784 -2.023 -4.780  0.764
O 9.582 -1.639 -5.910  -0.551
O 10.859 -2.716 -4.365  -0.335
C 11.761 -3.060 -5.415  -0.625
H 6.586 -2.971 -4.222  0.308
H 5.807 -1.521 -4.899  0.380
H 7.147 -2.306 -5.746  0.310
H 7.306 -0.896 -3.033  0.369
H 7.939 -0.222 -4.530  0.071
H 12.078 -2.175 -5.972  0.287
H 11.294 -3.788 -6.083  0.288
H 12.642 -3.519 -4.965  0.223

Computed properties:
- HOMO energy (eV) = -8.826
- HOMO-LUMO gap (Eh) = 0.3259
- ΔE to the lowest compared entry with this formula, charge and spin (kcal per mole) = 150.1